(1)
Below is a structure of composition C18H10BaBrCl4N3O3, with properties calculated with the ωB97M-V functional and the def2-TZVPD basis.

Each line ends with the Mulliken charge.
Geometry (Å):
O 3.4575 -1.0472 1.3215  -0.823
O -1.0520 2.1199 -0.0605  -1.021
C -0.4837 0.2119 3.5872  -0.284
Cl -3.8549 6.4082 -0.0654  -0.260
H 2.1977 1.1358 -5.3848  0.366
H -0.2995 1.3662 -5.3484  0.359
N 0.1630 -0.2125 -2.4269  -0.172
H -0.3379 1.0023 5.5736  0.364
C 0.2389 0.8815 -4.5447  -0.684
H 2.1552 0.7814 5.5866  0.359
H -1.5323 0.4816 -3.3802  0.438
Cl -0.9684 5.0407 -0.1059  -0.254
N 0.1409 -0.2723 2.5063  -0.281
C 2.2355 -0.0019 3.5962  -0.443
H 3.3355 0.0547 -3.4461  0.348
C 0.2002 0.6072 4.7220  -0.647
C -4.8254 3.8573 -0.0004  0.217
C 2.2082 -1.0087 -1.2094  -0.856
C -3.7156 4.6628 -0.0360  0.191
O -3.2274 0.5404 0.0430  -1.084
C 1.5819 0.4833 4.7149  -0.181
H -1.5665 0.2788 3.5381  0.463
Ba -1.0175 -0.3228 0.0778  2.085
C -4.6769 2.4499 0.0224  0.247
C 2.2470 -0.7915 1.1528  -0.152
N 1.5101 -0.7558 0.0572  -0.186
Cl -6.0639 1.3835 0.0699  -0.250
Cl -6.4329 4.5528 0.0157  -0.259
C 1.5041 -0.3292 -2.4157  0.573
C -0.4523 0.3918 -3.4503  -0.323
H 2.2638 -2.0833 -1.4292  0.238
C 1.4856 -0.3591 2.4844  0.476
H 3.3090 -0.1106 3.5307  0.426
C 2.2568 0.1494 -3.4843  -0.628
H 3.2525 -0.6839 -1.1638  0.319
C 1.6183 0.7503 -4.5526  -0.208
C -2.4274 4.0740 -0.0519  0.298
Br -1.7097 -3.1888 -0.1422  -0.894
C -2.2310 2.6905 -0.0331  -0.147
C -3.4229 1.8181 0.0155  0.268

Atoms 1-3, force components in eV/Å:
O 0.0013 -0.0430 -0.2459
O -1.2524 1.4646 -0.0213
C 0.4481 -0.3073 -0.2692

Total energy   -150273.1165 eV
HOMO   -1.3 eV
HOMO-LUMO gap   5.6425 eV
2S+1   1
Net charge   -2

=====

(2)
Below is a structure of composition C18H10BrCl2IrN3O2S, with properties calculated with the ωB97M-V functional and the def2-TZVPD basis.

Each line ends with the Mulliken charge.
Geometry (Å):
C 0.7167 1.7577 1.4945  -0.052
C -2.2098 0.1304 0.3525  0.110
C 0.8455 3.1427 1.6329  0.224
O 2.4441 -1.6449 0.6154  -0.572
H 0.2023 0.9995 4.7853  0.450
C 1.4818 -1.4439 -2.1011  -0.122
C -4.2916 -0.8879 -0.2584  -0.190
C 0.7527 3.7494 2.8712  -0.709
C -3.5812 -2.0334 -0.5808  -0.769
H 1.7654 -1.4011 -5.4424  0.386
H 0.8620 4.8227 2.9397  0.433
C -4.2473 1.4339 0.5874  -0.234
C 2.8128 -1.5198 -1.7639  0.118
N -4.7562 2.4165 0.8909  -0.403
H -1.6322 -2.9221 -0.6630  0.453
C 3.3508 -1.5892 -0.3459  0.514
H 0.4516 3.4661 4.9744  0.405
C -3.5890 0.2117 0.2193  0.180
S 0.8288 1.0471 -0.1077  -0.237
H -5.3662 -0.8413 -0.3701  0.537
C 0.4831 1.0503 2.6571  1.089
C 3.7104 -1.5523 -2.8301  -0.461
H 4.7705 -1.6104 -2.6193  0.483
Br -0.7687 -1.2694 -3.8327  -0.103
C 0.3809 1.6127 3.9127  -0.956
H 0.5817 -1.4390 -1.4217  0.924
C 0.5217 2.9867 4.0087  -0.374
Cl 1.1248 4.0751 0.2126  -0.188
C -2.2132 -2.0424 -0.4158  -0.219
C 2.0412 -1.4321 -4.3952  -0.120
H -1.6423 0.9785 0.7076  0.600
H -4.0795 -2.9147 -0.9569  0.444
O 4.5301 -1.5832 -0.1508  -0.547
N 3.3305 -1.5112 -4.1013  -0.546
Ir 0.5563 -1.1628 0.3196  1.318
C 1.0580 -1.3893 -3.4114  -0.432
N -1.5346 -0.9772 0.0421  -0.273
Cl 0.3079 -0.7137 2.5443  -0.163

Atoms 1-3, force components in eV/Å:
C -0.0401 -0.0642 0.1087
C -0.0755 0.0572 0.0401
C 0.0020 -0.0224 0.0191

Total energy   -136147.2289 eV
HOMO   -12.0 eV
HOMO-LUMO gap   6.5074 eV
2S+1   1
Net charge   +1

=====

(3)
Below is a structure of composition C18H10Cl4N3O3Pt, with properties calculated with the ωB97M-V functional and the def2-TZVPD basis.

Each line ends with the Mulliken charge.
Geometry (Å):
C -0.3223 3.6771 1.9726  -0.731
H -0.4293 3.9429 3.0137  0.414
H 0.1857 -5.0327 -0.9474  0.384
C -0.0330 -2.9493 -0.5489  0.068
H 0.2205 4.9792 -1.0957  0.382
C -0.3524 2.3500 1.6164  0.439
O -0.5436 -1.3061 3.8475  -0.795
C -0.0036 2.9156 -0.6189  0.003
Cl 3.5069 0.0055 -5.8267  -0.257
Cl 0.5513 0.0073 -4.8440  -0.255
H -0.1199 5.7093 1.2766  0.413
H -0.1636 -5.6742 1.4489  0.427
C -0.3842 -2.3027 1.6712  0.393
C 1.5061 0.0011 -2.3242  0.129
H 0.1275 2.5648 -1.6337  0.403
N -0.6604 -0.0097 1.9565  -0.081
C -0.5315 -1.1823 2.6176  0.138
C -0.3504 -3.6302 2.0764  -0.566
H 0.1062 -2.6386 -1.5777  0.442
Cl 5.2267 -0.0068 -0.7398  -0.249
C 0.0424 4.2512 -0.3186  -0.736
C -0.5244 1.2570 2.6355  -0.559
O 0.2848 -0.0369 -1.9345  -1.091
C 3.9283 -0.0124 -1.8690  0.293
Cl 5.8267 0.0019 -3.7845  -0.247
N -0.2092 1.9540 0.3127  0.036
C -0.1325 4.6661 1.0062  -0.233
C 3.1506 -0.0001 -4.1425  0.211
C 2.6061 0.0167 -1.3429  0.220
C 0.0024 -4.2743 -0.2009  -0.697
C -0.1744 -4.6366 1.1521  -0.199
C 4.1992 -0.0050 -3.2209  0.186
Pt -0.1941 -0.0125 0.0844  0.299
C 1.8396 0.0001 -3.6919  0.166
H -0.4623 -3.8375 3.1303  0.437
H -1.3975 1.4573 3.2772  0.375
H 0.3532 1.2312 3.3004  0.276
O 2.3733 0.0498 -0.1151  -0.853
N -0.2342 -1.9609 0.3373  0.015

Atoms 1-3, force components in eV/Å:
C 0.1006 0.9080 -0.2583
H -0.0587 -0.0129 0.0884
H -0.0449 0.0657 -0.1028

Total energy   -82780.5220 eV
HOMO   -3.0 eV
HOMO-LUMO gap   4.9732 eV
2S+1   1
Net charge   -1